No. 1
Molecular formula: CH2O4S2
Method: DFT, ωB97M-V/def2-TZVPD

Atoms and positions in Å:
C 0.19545 1.19366 -1.08046
O -1.75497 0.49264 0.70151
O 0.17113 1.80940 1.59335
O 0.43165 -3.10991 -0.28117
O 0.63118 -1.14624 1.02321
S -0.37585 1.02328 0.52229
S -0.15001 -2.35979 0.75042
H -0.33843 0.60569 -1.81146
H 1.18986 1.49127 -1.41769

Cartesian forces (eV/Å) of the 3 atoms listed first:
-1.049 -0.501 2.425
2.911 0.545 -0.784
0.367 -0.626 -0.631

lowest unoccupied orbital energy (alpha / beta): -0.06973 / -0.06974 Eh
maximum force: 3.399 eV/Å
orbital gap (alpha / beta): 7.9 / 7.9 eV

=====

No. 2
Molecular formula: C32H35ClFIrN4O5S
Method: DFT, ωB97M-V/def2-TZVPD

Atoms and positions in Å:
Ir 0.85020 2.18256 -1.46282
O 1.20801 0.37267 -2.59346
N 1.59722 0.51465 -3.85700
C 2.00054 -0.60757 -4.49266
C 2.39598 -0.56073 -5.80011
C 2.37512 0.66557 -6.46769
C 1.96655 1.79320 -5.80130
C 1.57304 1.72367 -4.46000
S 1.03848 3.09323 -3.55412
H 1.97521 -1.49017 -3.87321
H 2.71951 -1.46778 -6.28759
H 2.68397 0.73066 -7.50156
H 1.94440 2.75907 -6.28488
F -4.59445 -1.27792 0.37836
C -3.30081 -1.60408 0.64014
C -2.33061 -0.70220 0.26974
C -0.97441 -0.96653 0.56285
C 0.04442 -0.04852 0.25070
O -0.34860 1.10535 -0.29915
C 1.38751 -0.33333 0.63202
C 1.63748 -1.51911 1.25220
N 0.68001 -2.45915 1.49413
C 1.03238 -3.66841 2.18462
C 0.97154 -4.97146 1.43819
C 2.29721 -4.37267 1.81041
C -0.66221 -2.19592 1.22019
C -1.66056 -3.08458 1.55879
C -3.01915 -2.80058 1.27568
N -3.98870 -3.76806 1.68883
C -4.22796 -3.86036 3.12447
C -4.50472 -5.33833 3.44890
N -4.95709 -5.98773 2.16726
C -5.97558 -5.12865 1.47850
C -5.24358 -3.87414 0.96194
C 2.59878 0.55046 0.46088
O 3.62666 0.28453 1.05044
O 2.51055 1.57551 -0.34558
H -2.61308 0.22213 -0.21034
H 2.63849 -1.75205 1.58031
H 0.74059 -3.68091 3.23058
H 0.67953 -4.91492 0.39865
H 0.63111 -5.84732 1.97357
H 2.88756 -3.94952 1.01067
H 2.86729 -4.82449 2.60846
H -1.41860 -4.02973 2.02381
H -5.07006 -3.23018 3.44026
H -3.34733 -3.52338 3.66493
H -5.29558 -5.48157 4.18255
H -3.61073 -5.87035 3.76885
H -5.29688 -6.93378 2.32817
H -4.13301 -6.01637 1.55936
H -6.72878 -4.89530 2.22899
H -6.43722 -5.70757 0.68248
H -5.90653 -3.01521 1.09475
H -5.02302 -3.96377 -0.10131
Cl -1.64639 3.22947 1.85311
C -0.26335 4.20445 1.44881
C 0.43419 4.79237 2.52857
C 1.53542 5.62871 2.27128
C 1.96389 5.85365 1.00472
C 1.32999 5.18754 -0.16896
C 0.09601 4.39172 0.15405
C -0.49916 3.69727 -1.01991
H 0.10560 4.60925 3.54033
H 2.02278 6.10828 3.10982
H 2.77776 6.53853 0.81236
H 1.08932 5.93661 -0.93691
H -0.57390 4.38198 -1.86415
H -1.44393 3.20814 -0.80577
C 3.45215 5.85585 -2.08788
C 3.46764 4.52588 -1.35908
C 4.55706 4.40419 -0.30837
O 2.17866 4.19017 -0.79704
H 4.38907 5.97193 -2.63386
H 3.37283 6.70165 -1.40312
H 2.63569 5.90500 -2.80984
H 3.61179 3.72886 -2.09248
H 4.56885 5.25260 0.37573
H 5.53058 4.36281 -0.80116
H 4.41738 3.48420 0.25689

Cartesian forces (eV/Å) of the 3 atoms listed first:
-0.180 -0.399 -0.101
-0.003 0.050 0.057
-0.014 0.070 0.041

lowest unoccupied orbital energy (alpha / beta): -0.09912 / -0.12685 Eh
maximum force: 0.449 eV/Å
total charge: +1
⟨S²⟩: 8.84
orbital gap (alpha / beta): 4.2 / 6.6 eV
spin multiplicity: 6

=====

No. 3
Molecular formula: C23H17N3OsS3Sb
Method: DFT, ωB97M-V/def2-TZVPD

Atoms and positions in Å:
Os -0.55103 -0.63598 0.71789
C 2.01050 0.11295 4.26179
C 3.20473 -0.40673 3.77826
C 3.36477 -0.58269 2.41599
C 2.31047 -0.27332 1.56339
N 1.14139 0.18266 2.04891
C 1.00449 0.38891 3.36034
C 2.33914 -0.47889 0.10706
C 3.53166 -0.41667 -0.60893
C 3.52437 -0.57284 -1.98261
C 2.32368 -0.80822 -2.63967
C 1.13486 -0.87187 -1.93000
C 1.10961 -0.70696 -0.54620
H 1.85482 0.28127 5.31755
H 3.99547 -0.68562 4.46226
H 4.28072 -0.98664 2.00931
H 0.04985 0.78456 3.68507
H 4.46079 -0.21666 -0.08768
H 4.44686 -0.49516 -2.54331
H 2.30875 -0.93408 -3.71481
H 0.21633 -1.05897 -2.47112
S -3.89056 -3.37719 1.39948
Sb -2.70200 -2.15854 2.97993
S -2.50061 0.04330 1.92443
S -0.37115 -2.43102 2.14773
C -0.75627 4.98171 -0.33595
C -1.81248 4.48148 -1.08906
C -2.01083 3.12113 -1.21968
C -1.13748 2.22013 -0.58691
C -0.07319 2.73090 0.16911
C 0.11012 4.09525 0.29135
N -1.29699 0.85620 -0.70054
N -2.11620 0.39016 -1.61529
C -2.26392 -0.94623 -1.62290
C -3.06476 -1.57615 -2.59060
C -3.14175 -2.95344 -2.63870
C -2.43864 -3.73656 -1.72792
C -1.66141 -3.12376 -0.74391
C -1.57204 -1.74490 -0.65875
H -0.60999 6.04914 -0.23499
H -2.49191 5.16831 -1.57866
H -2.82795 2.71935 -1.80058
H 0.60889 2.04081 0.65049
H 0.94478 4.47270 0.86895
H -3.61513 -0.95471 -3.28509
H -3.75183 -3.42716 -3.39767
H -2.49443 -4.81628 -1.77035
H -1.12447 -3.74366 -0.03741

Cartesian forces (eV/Å) of the 3 atoms listed first:
-0.581 -0.024 -0.167
0.029 0.046 -0.027
-0.024 -0.004 -0.080

lowest unoccupied orbital energy (alpha / beta): -0.00887 / -0.10625 Eh
maximum force: 1.860 eV/Å
⟨S²⟩: 8.80
orbital gap (alpha / beta): 5.7 / 4.8 eV
spin multiplicity: 6

=====

Q: maximum force of number 1 (CH2O4S2)?
A: 3.399 eV/Å

=====

Q: Which value of maximum force does entry 3 give?
A: 1.860 eV/Å

=====

Q: Which formula does entry 1 have?
A: CH2O4S2